Molecular formula: C23H32MgN6OS
Method: DFT, ωB97M-V with the def2-TZVPD basis set

Lowest unoccupied orbital energy (eV): -0.2
Multiplicity: 1
Frontier orbital gap (eV): 4.4
HOMO (eV): -4.6

Positions of all 64 atoms, in Å:
Mg 2.14993 0.54626 -0.64405
C 3.71461 3.41225 3.43304
C 4.33998 3.20968 2.10625
N 5.53749 3.54065 1.76210
N 5.64568 3.12825 0.45841
C 4.54967 2.53861 -0.02652
S 4.27265 1.88186 -1.54248
N 3.69306 2.59709 1.04706
N 2.40105 2.08957 1.00036
H 4.42281 3.92147 4.08031
H 3.44637 2.45439 3.88166
H 2.80936 4.01507 3.35057
H 6.50819 3.25362 -0.04254
H 1.71372 2.83481 1.02089
H 2.22290 1.42211 1.75333
C -2.75487 -0.79556 -0.05277
C -3.04654 0.42013 -0.91208
N -3.25815 0.08186 -2.32180
C -4.42371 -0.74292 -2.64133
C -4.04190 -2.15927 -3.04763
C -2.57593 0.59774 -3.36504
O -2.91618 0.44215 -4.53146
C -1.31884 1.37714 -3.09247
C -1.15036 2.61459 -3.69536
C 0.04573 3.28737 -3.52492
C 1.04775 2.68034 -2.78528
N 0.90045 1.48218 -2.21636
C -0.27115 0.84957 -2.35798
H -2.66734 -0.50288 0.99437
H -1.80459 -1.25059 -0.33086
H -3.54851 -1.54079 -0.12619
H -2.22305 1.12604 -0.83469
H -3.94468 0.93514 -0.55400
H -4.97241 -0.26129 -3.45071
H -5.06113 -0.75384 -1.75674
H -3.42026 -2.13496 -3.94186
H -4.93662 -2.74351 -3.26835
H -3.49040 -2.65757 -2.24974
H -1.95085 3.02788 -4.29587
H 0.21473 4.25825 -3.96925
H 2.01383 3.15365 -2.65694
H -0.35650 -0.09394 -1.82870
C 1.76481 -0.79856 2.51510
C 1.20715 -1.70125 1.40756
C 2.22519 -2.85584 1.25809
C 0.99583 -0.89290 0.12293
C -0.13435 -2.30384 1.83876
C -0.86481 -1.85032 2.93617
C -2.09846 -2.40235 3.26898
C -2.63509 -3.43235 2.51340
C -1.91856 -3.90136 1.41784
C -0.69313 -3.34506 1.09084
H 2.78190 -0.50327 2.22316
H 1.84489 -1.30223 3.48287
H 1.13512 0.09169 2.63633
H 3.20467 -2.43090 1.03031
H 1.95687 -3.50420 0.42497
H 2.29429 -3.46801 2.16627
H 0.60802 -1.57883 -0.65040
H -0.47950 -1.04873 3.55207
H -2.63736 -2.02377 4.12996
H -3.59230 -3.86712 2.77301
H -2.31948 -4.70721 0.81387
H -0.16168 -3.71615 0.22350

Atoms 1-2, force components in eV/Å:
Mg -0.25 -0.06 -0.58
C 0.00 0.00 -0.01

Results of the Löwdin charge analysis, in e, for atoms 1 through 4: 0.441 0.008 -0.325 0.134


Molecular formula: C23H32N3O5S
Method: DFT, ωB97M-V with the def2-TZVPD basis set

Lowest unoccupied orbital energy (eV): -2.7
Structure (SMILES): COc1cc(C[NH2+]CCc2ccc(S(N)(=O)=O)cc2)ccc1OCC(=O)N1CCCCC1
Multiplicity: 1
Frontier orbital gap (eV): 7.9
Charge: +1
HOMO (eV): -10.7

Positions of all 64 atoms, in Å:
C 0.86253 -0.01021 1.65563
O 0.52724 0.05199 0.28356
C -0.44293 0.93806 -0.08701
C -1.49509 1.26720 0.75020
C -2.52751 2.11176 0.34526
C -3.70275 2.28967 1.25663
N -4.46438 0.99023 1.26340
C -5.11666 0.67225 -0.03436
C -5.09785 -0.83923 -0.26634
C -3.67304 -1.33557 -0.29786
C -2.90600 -1.18472 -1.44930
C -1.59080 -1.61448 -1.47644
C -1.04157 -2.18770 -0.34651
S 0.62051 -2.84171 -0.39059
N 0.26040 -4.42243 -0.80149
O 1.35407 -2.24531 -1.46756
O 1.17547 -2.84467 0.92808
C -1.77869 -2.33694 0.80925
C -3.09521 -1.90141 0.83674
C -2.49380 2.65879 -0.92800
C -1.43538 2.37054 -1.76200
C -0.39651 1.51902 -1.37865
O 0.52016 1.30486 -2.32830
C 1.79707 0.77783 -2.02311
C 2.46230 1.56291 -0.88701
O 1.88274 2.49920 -0.36110
N 3.69313 1.16615 -0.53258
C 4.42242 0.02845 -1.04866
C 4.68363 -0.97725 0.07516
C 5.44599 -0.30358 1.21308
C 4.68188 0.92538 1.69834
C 4.39750 1.86432 0.52789
H 1.76362 -0.61567 1.70757
H 1.04791 0.99308 2.04808
H 0.08665 -0.51116 2.24213
H -1.51175 0.86123 1.75108
H -3.38841 2.49934 2.28059
H -4.36553 3.08416 0.91367
H -5.14799 0.96435 2.02565
H -3.76057 0.24403 1.41676
H -6.13291 1.06691 -0.03939
H -4.53480 1.16090 -0.81926
H -5.58351 -1.04562 -1.21958
H -5.66364 -1.35112 0.51424
H -3.34508 -0.74457 -2.33131
H -0.98315 -1.51164 -2.36050
H 0.55417 -4.66032 -1.73461
H 0.60373 -5.08774 -0.12827
H -1.31490 -2.79327 1.66898
H -3.68639 -2.05922 1.72980
H -3.26798 3.33583 -1.25606
H -1.36879 2.81549 -2.74105
H 2.36389 0.90497 -2.94949
H 1.72492 -0.28361 -1.76795
H 3.87382 -0.45327 -1.85372
H 5.38054 0.38896 -1.44368
H 5.25893 -1.81390 -0.32217
H 3.72795 -1.36597 0.43346
H 5.58933 -1.00466 2.03621
H 6.43248 0.00064 0.85589
H 5.26078 1.45956 2.45257
H 3.73884 0.61491 2.15058
H 3.77778 2.70633 0.83964
H 5.34115 2.24768 0.12378

Atoms 1-2, force components in eV/Å:
C 0.19 0.05 0.35
O -0.22 0.33 -0.40

Results of the natural (NBO) charge analysis, in e, for atoms 1 through 4: -0.256 -0.539 0.257 -0.239


Q: The lowest frontier orbital gap belongs to which entry?
A: C23H32MgN6OS


Q: Among the records above, which one has the lowest frontier orbital gap?
A: C23H32MgN6OS


Q: What is the formula in the second record?
A: C23H32N3O5S